Molecular formula: C7H17NSi2
Method: DFT, wB97M-V/def2-TZVPD

```
27
Properties=species:S:1:pos:R:3:lowdin_charge:R:1
C -0.17 1.88 2.37 -0.27
C 0.79 1.50 1.50 -0.13
C -2.66 1.35 2.59 -0.09
C 3.28 -1.42 -1.05 -0.34
C 1.15 -1.81 -3.31 -0.31
C -1.41 1.25 -1.15 -0.17
C -0.43 -1.24 0.67 -0.16
N -1.38 1.51 1.88 -0.23
Si 1.85 -0.46 -2.03 0.79
Si -0.58 0.66 0.50 0.56
H -0.26 2.43 3.34 0.12
H 1.85 1.48 1.52 0.01
H -3.52 1.97 2.15 0.10
H -2.90 0.38 2.87 0.04
H -2.55 1.92 3.47 0.05
H 2.89 -2.42 -0.61 0.04
H 4.06 -1.46 -1.87 0.03
H 3.46 -0.85 -0.17 -0.04
H 1.33 -1.53 -4.35 0.01
H 1.43 -2.75 -3.02 -0.05
H 0.04 -1.74 -3.18 0.02
H -1.36 2.28 -1.23 0.00
H -1.09 0.74 -1.95 -0.07
H -2.56 1.26 -1.05 0.07
H -1.19 -1.76 1.22 0.02
H -0.61 -1.68 -0.22 -0.03
H 0.53 -1.51 1.11 0.03
```

The multiplicity is 1. The value obtained for the energy above the lowest of the compared OMol25 structures with the same formula, charge and spin is 1.315 eV. As for the total energy: -910.51364 hartree. As for the HOMO energy: -0.2684 Ha.


Molecular formula: C5H7NO
Method: DFT, wB97M-V/def2-TZVPD

```
14
Properties=species:S:1:pos:R:3:lowdin_charge:R:1
N 1.96 -1.94 -0.16 0.15
C 0.84 -1.43 -0.08 -0.22
O 1.41 0.61 -1.32 0.02
C 0.64 1.31 -0.69 -0.31
C -0.82 1.10 -0.74 -0.16
C -1.20 -0.36 -1.01 -0.18
C -0.43 -1.14 0.04 -0.12
H 2.76 -1.32 -0.08 0.07
H -0.68 1.82 -1.61 0.15
H 0.95 2.25 -0.19 0.13
H -1.41 1.57 0.06 0.12
H -0.90 -0.64 -2.02 0.12
H -2.28 -0.54 -0.91 0.11
H -0.87 -1.29 1.02 0.11
```

The multiplicity is 1. As for the SMILES: N=C=CCCC=O. The value obtained for the energy above the lowest of the compared OMol25 structures with the same formula, charge and spin is 2.678 eV. As for the total energy: -324.62604 hartree. As for the HOMO energy: -0.3139 Ha.


Molecular formula: C3H6N2O
Method: DFT, wB97M-V/def2-TZVPD

```
12
Properties=species:S:1:pos:R:3:lowdin_charge:R:1
N -0.45 1.61 0.35 0.21
C 0.11 0.44 0.62 -0.41
O 0.06 0.06 1.89 0.11
C 0.74 -0.45 -0.29 -0.39
C -0.42 -1.41 -0.64 -0.11
N 0.19 -0.44 -1.62 -0.05
H -1.15 1.98 0.98 0.13
H -0.45 1.92 -0.62 0.13
H 1.72 -0.86 -0.02 0.14
H -1.38 -0.94 -0.33 0.03
H 0.19 -0.90 1.86 0.14
H 0.83 -1.00 -2.19 0.08
```

The multiplicity is 1. The value obtained for the energy above the lowest of the compared OMol25 structures with the same formula, charge and spin is 4.688 eV. As for the total energy: -302.52081 hartree. As for the HOMO energy: -0.2576 Ha.


Molecular formula: C11H14NO
Method: DFT, wB97M-V/def2-TZVPD

```
27
Properties=species:S:1:pos:R:3:lowdin_charge:R:1
C -3.16 0.82 0.21 -0.02
C -2.97 -0.51 0.59 -0.04
C -2.04 1.59 -0.10 -0.01
C -1.74 -1.10 0.49 -0.02
C -0.81 0.99 -0.25 -0.15
C -0.69 -0.37 0.04 -0.18
C 2.72 1.26 0.43 -0.20
C 0.36 1.87 -0.46 -0.08
C 1.57 1.00 -0.46 0.07
C 1.20 -1.66 0.97 -0.05
C 0.81 -1.49 -1.38 0.01
N 0.66 -0.90 -0.08 -0.19
O 3.58 0.47 0.68 0.11
H -4.17 1.29 0.28 0.14
H -3.70 -1.15 1.04 0.12
H -2.27 2.57 -0.37 0.11
H -1.50 -2.05 0.84 0.11
H 2.74 2.30 0.81 0.15
H 0.31 2.27 -1.42 0.13
H 0.40 2.56 0.34 0.13
H 1.86 0.69 -1.41 0.12
H 2.38 -1.42 1.13 0.15
H 0.74 -1.55 2.06 0.16
H 1.22 -2.71 0.77 0.09
H 0.40 -0.85 -2.09 0.10
H 1.89 -1.65 -1.41 0.13
H 0.22 -2.32 -1.24 0.09
```

The multiplicity is 1. The value obtained for the energy above the lowest of the compared OMol25 structures with the same formula, charge and spin is 1.424 eV. As for the charge: +1. As for the total energy: -557.18324 hartree. As for the HOMO energy: -0.4866 Ha.


Question: Among the records above, which one has the highest energy above the lowest of the compared OMol25 structures with the same formula, charge and spin?
Answer: C3H6N2O


Question: Which formula does entry 4 have?
Answer: C11H14NO